{"formula": "C24H44MgO15S5", "method": "the ωB97M-V functional and the def2-TZVPD basis", "lumo_ev": -0.567, "orbital_gap_ev": 5.084, "total_charge": 0, "e_homo_ev": -5.65, "largest_force_ev_per_a": 8.9, "elements": ["Mg", "C", "C", "C", "O", "C", "C", "C", "O", "O", "O", "H", "H", "C", "C", "C", "O", "C", "O", "O", "H", "H", "H", "H", "H", "H", "C", "C", "C", "O", "C", "O", "O", "H", "H", "H", "H", "H", "H", "C", "S", "O", "C", "H", "H", "H", "H", "H", "H", "C", "S", "O", "C", "H", "H", "H", "H", "H", "H", "C", "S", "O", "C", "H", "H", "H", "H", "H", "H", "C", "S", "O", "C", "H", "H", "H", "H", "H", "H", "C", "S", "O", "C", "H", "H", "H", "H", "H", "H"], "positions_angstrom": [[17.51520, 12.52441, -2.65827], [19.27389, 16.02998, 1.12714], [18.71978, 17.34833, 0.79836], [17.53122, 17.40152, -0.21598], [16.80721, 18.41349, -0.36540], [17.17837, 16.07827, -0.88580], [17.72236, 14.91591, -0.49776], [18.82098, 14.91018, 0.51475], [19.24780, 13.81449, 1.03767], [17.26470, 13.85687, -1.15697], [19.09149, 18.33061, 1.32952], [20.07800, 15.97334, 1.84589], [16.30693, 16.08378, -1.52373], [12.85462, 16.43772, -3.34428], [13.19204, 15.73025, -2.04566], [12.76984, 16.55142, -0.75980], [11.94345, 15.63307, -0.07164], [11.60904, 14.67141, -0.78936], [10.70645, 13.87133, -0.52119], [12.31138, 14.66037, -1.95517], [12.50068, 15.79565, -4.15085], [13.74401, 16.85596, -3.81563], [12.20398, 17.29838, -3.18921], [14.21914, 15.36534, -2.04255], [12.28224, 17.47036, -1.08525], [13.64592, 16.87642, -0.19859], [15.50807, 14.41593, 2.03864], [15.45209, 15.03555, 3.43953], [16.06623, 16.44855, 3.53372], [14.95720, 17.23851, 3.34687], [13.79817, 16.61741, 3.58039], [12.66799, 17.14847, 3.66269], [14.10481, 15.23641, 3.78176], [14.79176, 13.64979, 1.74192], [16.52126, 14.26109, 1.66773], [15.19043, 15.28315, 1.45974], [15.85943, 14.34196, 4.17513], [16.92177, 16.65297, 2.89002], [16.42792, 16.73806, 4.52036], [17.97083, 10.83019, -7.00518], [18.77355, 10.79836, -5.30509], [17.79148, 11.35449, -4.30550], [18.56487, 9.01390, -4.97024], [17.00449, 10.32861, -6.95318], [18.47074, 10.47404, -7.90593], [17.90842, 11.88132, -7.28688], [17.59119, 8.79439, -4.53222], [19.41440, 8.66836, -4.38115], [18.73848, 8.44657, -5.88462], [15.37030, 14.64448, -6.05060], [16.89523, 14.52680, -5.09877], [16.63407, 13.64955, -3.86362], [17.10024, 16.35417, -4.66105], [15.51520, 15.24100, -6.95132], [14.46663, 14.89150, -5.49340], [15.17510, 13.66205, -6.48051], [17.30297, 16.92294, -5.56852], [18.01842, 16.33344, -4.07401], [16.29232, 16.81595, -4.09350], [18.00971, 9.68053, 0.28326], [18.92757, 9.92282, -1.29224], [18.19078, 11.15301, -1.93219], [20.58047, 10.52625, -0.95727], [18.17930, 8.75224, 0.82880], [16.93376, 9.64068, 0.11343], [18.19320, 10.56982, 0.88624], [21.05753, 10.85474, -1.88064], [21.14618, 9.65718, -0.62144], [20.59257, 11.23817, -0.13198], [13.37255, 12.31091, -3.82353], [14.31840, 11.11969, -2.72805], [15.68079, 11.79328, -2.56731], [13.50632, 11.63483, -1.13117], [12.28336, 12.34138, -3.85235], [13.63629, 12.02031, -4.84044], [13.84500, 13.28582, -3.70339], [13.38642, 12.71395, -1.03523], [13.99919, 11.34909, -0.20190], [12.54177, 11.13892, -1.02253], [20.91742, 15.37604, -2.89469], [20.47878, 13.58990, -2.51086], [19.13137, 13.17847, -3.15121], [21.90177, 12.95031, -3.53968], [21.89810, 15.51502, -2.43965], [20.26142, 16.11869, -2.44056], [21.02077, 15.55810, -3.96439], [22.69804, 12.56107, -2.90523], [22.22784, 13.61227, -4.34192], [21.67922, 12.13949, -4.23332]]}


{"formula": "H26O13", "method": "the ωB97M-V functional and the def2-TZVPD basis", "lumo_ev": -0.679, "orbital_gap_ev": 10.021, "total_charge": 0, "e_homo_ev": -10.70, "largest_force_ev_per_a": 5.3, "elements": ["H", "H", "H", "H", "H", "H", "H", "H", "H", "H", "H", "H", "H", "H", "H", "H", "H", "H", "H", "H", "H", "H", "H", "H", "H", "H", "O", "O", "O", "O", "O", "O", "O", "O", "O", "O", "O", "O", "O"], "positions_angstrom": [[0.32397, 0.24468, -0.08020], [1.48644, -0.59489, -0.20296], [-1.50986, 1.95700, 3.88067], [-2.14530, 0.52473, 3.57935], [-4.04178, -0.55214, 0.39950], [-3.36127, -1.77504, 0.42799], [-1.34519, -2.20314, 0.49793], [-0.51825, -2.51221, 1.62818], [-1.29666, -2.51213, -1.84030], [-0.96715, -3.99570, -2.06680], [2.35494, 1.23773, -1.59278], [1.88023, 0.37680, -2.79096], [0.24825, 3.85767, 0.44890], [1.34455, 4.10386, -0.50002], [4.64416, -0.57994, -0.01397], [6.26670, -0.47749, 0.15122], [0.83030, 2.28582, -3.55061], [-0.51342, 1.85954, -3.40831], [-3.18207, 2.87834, -1.71966], [-2.34633, 1.96438, -0.86803], [4.13793, -2.25521, 0.38148], [4.14604, -3.32428, 1.52396], [-3.49405, -1.53664, -1.41990], [-4.38648, -2.78223, -1.40544], [0.63952, 0.64313, 2.66280], [2.01775, 0.28098, 3.05147], [1.14798, 0.00510, 0.46656], [-2.33077, 1.38957, 3.88444], [-3.67715, -1.19422, 1.02734], [-1.43856, -2.10316, 1.43344], [-1.42652, -3.35524, -1.40968], [1.63839, 0.77853, -2.02234], [0.79163, 4.62420, 0.19548], [5.55384, -0.78115, -0.39900], [0.19113, 2.35078, -2.93344], [-2.43273, 2.92722, -1.14328], [4.19617, -3.14821, 0.53358], [-3.91930, -2.16657, -1.97932], [1.55427, 1.03396, 2.69953]]}


{"formula": "CH2N2O2S", "method": "the ωB97M-V functional and the def2-TZVPD basis", "lumo_ev": [-1.628, -1.430], "orbital_gap_ev": [7.449, 7.983], "total_charge": 0, "e_homo_ev": [-9.08, -9.41], "largest_force_ev_per_a": 3.7, "elements": ["C", "N", "N", "O", "O", "S", "H", "H"], "positions_angstrom": [[-0.57700, 0.06125, 1.19343], [-0.32316, -0.95368, -0.76379], [-0.62351, 0.19983, -0.17359], [-0.13497, -3.06852, -1.78261], [-0.72252, -1.03868, 1.66859], [-0.82539, -1.82374, -2.01454], [-0.49353, 1.00015, 1.58895], [0.15814, -1.68130, -0.22583]]}